(1)
{"formula": "C38H30BrErN2S4", "method": "ωB97M-V/def2-TZVPD", "elements": ["Er", "Br", "S", "S", "S", "S", "N", "N", "C", "C", "C", "C", "C", "C", "C", "C", "C", "C", "C", "C", "C", "C", "C", "C", "C", "C", "C", "C", "C", "C", "C", "C", "C", "C", "C", "C", "C", "C", "C", "C", "C", "C", "C", "C", "C", "C", "H", "H", "H", "H", "H", "H", "H", "H", "H", "H", "H", "H", "H", "H", "H", "H", "H", "H", "H", "H", "H", "H", "H", "H", "H", "H", "H", "H", "H", "H"], "xyz": [[-0.998, 0.492, 0.161], [1.055, -6.638, -0.586], [-2.001, 0.797, 2.791], [-1.453, 1.021, -2.610], [-0.320, 3.095, -0.228], [-3.136, -1.269, 0.368], [-3.269, 1.827, 0.022], [-0.305, -2.237, 0.046], [5.940, -0.756, -2.504], [-0.062, -3.038, 1.080], [0.435, 2.925, -1.808], [1.580, 3.679, -2.112], [0.348, -4.356, 0.948], [-3.311, -3.042, 2.432], [-3.524, 1.734, 2.429], [-2.802, 2.235, -2.325], [4.937, -0.547, -3.440], [4.300, -0.606, -0.740], [0.240, -4.047, -1.420], [-0.159, -2.747, -1.175], [-2.755, -2.618, 4.743], [2.213, 3.592, -3.340], [-5.094, 1.611, -1.488], [-3.755, 1.853, -1.224], [1.297, 0.163, -0.132], [-2.421, -1.321, 4.404], [-2.976, -1.729, 2.047], [3.624, -0.368, -3.024], [-3.208, -3.475, 3.742], [0.501, -4.855, -0.329], [1.855, -0.175, -1.296], [-2.534, -0.876, 3.082], [2.349, 0.395, 3.488], [3.139, 1.534, 3.482], [-5.958, 1.401, -0.426], [2.016, 0.576, 1.082], [2.803, 1.735, 1.100], [1.788, -0.070, 2.302], [-0.052, 2.098, -2.838], [3.358, 2.202, 2.278], [-5.464, 1.442, 0.862], [3.279, -0.381, -1.670], [0.574, 2.023, -4.082], [5.612, -0.790, -1.153], [-4.105, 1.636, 1.042], [1.714, 2.761, -4.338], [-2.061, -0.632, 5.160], [3.107, 4.176, -3.522], [1.188, -0.975, 2.313], [-6.110, 1.291, 1.717], [2.169, -0.136, 4.417], [-7.010, 1.213, -0.604], [-0.377, -2.088, -2.008], [6.966, -0.897, -2.822], [-5.451, 1.613, -2.510], [-3.649, -3.718, 1.657], [3.964, 3.101, 2.264], [5.176, -0.525, -4.497], [-3.329, 2.376, -3.265], [-2.290, 3.149, -2.035], [-0.213, -2.621, 2.070], [6.385, -0.967, -0.414], [-4.255, 1.459, 3.186], [1.190, -0.350, -2.145], [-3.222, 2.769, 2.603], [3.575, 1.903, 4.403], [1.971, 4.330, -1.338], [-3.472, -4.497, 3.986], [0.345, -4.412, -2.432], [0.159, 1.372, -4.844], [0.536, -4.965, 1.821], [2.207, 2.688, -5.299], [2.843, -0.201, -3.759], [4.063, -0.644, 0.317], [2.967, 2.262, 0.167], [-2.666, -2.956, 5.767]], "atomic_forces_ev_per_a": [[-0.051, -0.337, 0.003], [0.021, -0.054, -0.007], [0.028, 0.041, -0.162], [-0.097, 0.055, 0.327], [0.111, -0.009, -0.160], [-0.319, -0.026, 0.089], [-0.062, -0.151, -0.052], [0.041, 0.218, 0.114], [-0.057, 0.011, 0.010], [-0.033, -0.020, 0.054], [0.042, 0.049, -0.038], [-0.039, -0.035, 0.026], [-0.036, 0.045, 0.069], [0.010, 0.046, 0.009], [0.043, -0.103, -0.016], [-0.006, -0.167, -0.019], [-0.054, -0.005, 0.070], [-0.013, -0.037, 0.031], [-0.019, 0.045, -0.057], [-0.029, -0.008, -0.041], [0.000, -0.001, -0.028], [-0.040, 0.002, 0.061], [-0.061, 0.075, -0.067], [0.042, 0.079, 0.027], [0.203, 0.208, -0.145], [0.002, 0.042, -0.079], [0.038, -0.057, 0.078], [0.022, 0.013, -0.013], [0.016, 0.004, -0.053], [0.015, -0.057, -0.005], [0.441, -0.151, -0.081], [-0.011, -0.060, 0.025], [0.021, -0.014, -0.051], [-0.021, -0.007, -0.035], [-0.082, -0.015, -0.085], [-0.073, 0.023, 0.033], [0.069, 0.085, 0.060], [0.023, 0.004, 0.084], [0.017, -0.020, -0.071], [-0.013, -0.009, -0.014], [-0.097, -0.003, 0.081], [-0.042, 0.089, 0.048], [-0.036, -0.021, 0.035], [-0.051, 0.011, -0.014], [0.137, 0.092, 0.079], [0.035, 0.021, 0.018], [-0.029, -0.020, -0.048], [-0.027, -0.012, 0.021], [-0.005, 0.003, 0.028], [0.021, 0.011, -0.024], [-0.004, 0.012, -0.043], [0.050, 0.003, 0.000], [0.015, -0.002, 0.014], [-0.020, -0.005, 0.011], [0.010, -0.013, 0.044], [0.005, 0.002, 0.037], [-0.017, -0.039, 0.000], [-0.009, 0.005, 0.006], [-0.028, -0.002, -0.004], [0.009, 0.115, 0.019], [0.012, -0.026, -0.034], [-0.025, 0.011, -0.016], [-0.049, 0.007, 0.013], [0.042, -0.021, -0.075], [-0.012, 0.033, 0.022], [-0.018, -0.004, -0.043], [0.004, -0.024, -0.053], [-0.001, 0.039, -0.021], [-0.002, 0.008, 0.019], [0.014, 0.023, 0.047], [-0.002, 0.009, -0.008], [-0.018, 0.014, 0.036], [0.024, -0.001, 0.015], [0.030, -0.018, -0.089], [0.001, -0.005, 0.032], [-0.003, 0.009, -0.044]], "e_tot_ha": -6757.4723, "multiplicity": 4, "homo_lumo_gap_ev": [7.30, 7.32], "largest_force_ev_per_a": 0.473, "lumo_energy_ev": [0.048, 0.053], "total_charge": 0}


(2)
{"formula": "C38H30BrIN3PPdS", "method": "ωB97M-V/def2-TZVPD", "elements": ["I", "Pd", "Br", "S", "P", "N", "N", "N", "C", "C", "C", "C", "C", "C", "C", "C", "C", "C", "C", "C", "C", "C", "C", "C", "C", "C", "C", "C", "C", "C", "C", "C", "C", "C", "C", "C", "C", "C", "C", "C", "C", "C", "C", "C", "C", "C", "H", "H", "H", "H", "H", "H", "H", "H", "H", "H", "H", "H", "H", "H", "H", "H", "H", "H", "H", "H", "H", "H", "H", "H", "H", "H", "H", "H", "H", "H"], "xyz": [[-0.927, -2.520, 0.934], [0.185, 0.091, 0.726], [-1.595, 0.667, 2.398], [1.241, 2.354, 0.898], [-0.707, 0.043, -1.486], [0.283, 3.597, 3.059], [-0.952, 3.825, 1.105], [1.872, 1.119, 3.758], [-1.886, 3.889, -2.291], [0.701, 0.088, -2.626], [1.739, 0.999, -2.400], [-1.701, 4.944, 3.011], [4.211, -1.822, 0.435], [-3.585, 2.843, -0.938], [-0.900, -5.399, -2.220], [2.931, 0.138, -4.301], [1.646, -1.262, 3.823], [2.932, -1.291, 0.249], [2.168, -1.087, 1.374], [4.653, -2.152, 1.706], [-0.117, -0.890, 6.007], [-1.797, -1.221, -2.202], [-1.148, 2.710, -2.284], [2.556, -1.419, 2.661], [0.800, -0.804, -3.696], [3.836, -1.964, 2.811], [0.108, 3.297, 1.770], [-0.942, -3.323, -0.999], [-2.586, -0.750, -3.227], [2.841, 1.030, -3.239], [0.249, -2.170, 5.570], [-3.105, 3.954, -1.627], [-2.788, -2.915, -4.202], [-1.627, 1.598, -1.594], [-3.135, -1.602, -4.201], [-1.985, -3.460, -3.169], [1.119, -2.343, 4.483], [-0.593, 4.397, 3.654], [-1.628, -4.829, -3.218], [0.388, 0.213, 5.383], [-0.599, -4.646, -1.073], [-1.560, -2.638, -2.086], [-1.860, 4.620, 1.693], [-2.843, 1.673, -0.908], [1.911, -0.776, -4.525], [1.304, 0.056, 4.298], [-0.142, -5.135, -0.224], [-1.522, 4.745, -2.844], [0.015, -1.522, -3.895], [-0.412, 4.612, 4.701], [-1.951, -5.415, -4.069], [-0.610, -6.440, -2.267], [3.629, 1.749, -3.063], [-3.216, 0.813, -0.363], [4.851, -1.981, -0.423], [-1.059, 3.573, 0.121], [-3.693, 4.862, -1.668], [2.522, 0.998, 2.990], [-2.744, 0.315, -3.340], [1.372, -3.342, 4.151], [3.794, 0.157, -4.953], [-2.671, 4.965, 1.068], [1.976, -1.469, -5.353], [-4.542, 2.886, -0.433], [4.183, -2.239, 3.800], [2.576, -1.064, -0.750], [5.641, -2.573, 1.840], [-3.125, -3.575, -4.992], [-0.218, 2.656, -2.833], [-0.795, -0.785, 6.843], [-3.767, -1.192, -4.977], [-2.396, 5.591, 3.522], [-0.150, -3.037, 6.079], [1.681, 1.701, -1.579], [1.531, 2.071, 3.911], [0.134, 1.213, 5.707]], "atomic_forces_ev_per_a": [[-0.029, -0.015, -0.033], [0.248, -0.112, 0.041], [-0.024, -0.053, 0.053], [0.057, -0.125, -0.105], [0.075, -0.016, 0.026], [-0.067, -0.008, 0.142], [-0.036, -0.058, -0.028], [-0.003, -0.080, -0.046], [-0.002, 0.004, -0.025], [0.030, 0.016, 0.033], [0.009, 0.024, -0.028], [-0.059, 0.034, -0.023], [-0.045, 0.036, -0.070], [0.013, -0.013, 0.020], [0.012, -0.084, -0.044], [-0.023, -0.002, 0.019], [0.105, 0.111, -0.004], [0.100, -0.067, 0.102], [-0.284, 0.311, -0.122], [0.031, -0.020, 0.037], [-0.048, 0.144, 0.038], [0.037, -0.154, 0.033], [-0.027, -0.013, -0.007], [-0.061, -0.081, -0.106], [-0.029, -0.035, -0.013], [-0.056, -0.025, 0.031], [0.056, 0.212, -0.056], [-0.062, 0.058, -0.097], [0.023, 0.046, 0.009], [0.003, -0.005, 0.005], [0.073, -0.112, -0.076], [-0.023, 0.005, -0.026], [0.040, -0.076, -0.022], [-0.038, 0.027, 0.047], [-0.059, 0.099, -0.044], [0.030, 0.044, 0.092], [-0.030, -0.016, 0.055], [0.071, -0.106, -0.046], [-0.015, -0.016, -0.044], [-0.041, -0.021, 0.016], [0.036, 0.035, 0.102], [-0.051, 0.017, -0.008], [0.012, -0.013, -0.031], [-0.008, 0.015, -0.018], [0.006, 0.006, 0.016], [0.003, 0.079, 0.067], [-0.002, 0.009, -0.012], [0.003, -0.005, 0.016], [0.014, 0.028, 0.007], [0.028, 0.008, -0.008], [0.003, 0.008, 0.007], [-0.007, 0.010, 0.006], [-0.011, -0.011, -0.001], [0.010, 0.007, 0.007], [-0.013, -0.012, -0.001], [-0.002, 0.030, 0.081], [0.012, -0.011, 0.006], [-0.020, 0.044, -0.019], [-0.015, -0.035, 0.015], [0.000, 0.013, -0.003], [-0.005, 0.004, 0.000], [-0.001, 0.009, 0.016], [-0.002, 0.002, 0.002], [0.017, -0.004, -0.005], [-0.001, 0.012, -0.006], [0.015, 0.015, 0.012], [-0.001, 0.009, 0.003], [0.001, -0.004, 0.013], [0.019, 0.007, -0.004], [0.005, 0.025, -0.009], [0.002, -0.001, 0.007], [-0.010, -0.008, -0.009], [0.009, -0.012, -0.030], [-0.002, 0.006, 0.028], [0.011, -0.145, 0.024], [-0.006, 0.002, -0.005]], "relative_energy_kcal_mol": 2.0, "e_tot_ha": -5368.9248, "multiplicity": 5, "homo_lumo_gap_ev": [7.02, 5.52], "largest_force_ev_per_a": 0.438, "lumo_energy_ev": [-5.547, -7.683], "total_charge": 2}


(3)
{"formula": "C38H30CdFI2N7O6S", "method": "ωB97M-V/def2-TZVPD", "elements": ["I", "I", "Cd", "S", "F", "O", "O", "O", "O", "O", "O", "N", "N", "N", "N", "N", "N", "N", "C", "C", "C", "C", "C", "C", "C", "C", "C", "C", "C", "C", "C", "C", "C", "C", "C", "C", "C", "C", "C", "C", "C", "C", "C", "C", "C", "C", "C", "C", "C", "C", "C", "C", "C", "C", "C", "C", "H", "H", "H", "H", "H", "H", "H", "H", "H", "H", "H", "H", "H", "H", "H", "H", "H", "H", "H", "H", "H", "H", "H", "H", "H", "H", "H", "H", "H", "H"], "xyz": [[-1.091, -1.659, 0.315], [-0.269, -4.562, -1.070], [1.076, -0.080, -1.043], [-2.369, -0.418, 2.877], [1.625, 1.394, 5.587], [2.142, -2.093, 0.196], [5.283, -0.250, 1.905], [-2.613, -0.317, 4.329], [4.084, 2.786, 5.139], [1.805, -0.122, 1.302], [-2.096, -1.890, 2.511], [3.389, 0.277, -1.498], [0.677, 2.094, -1.256], [4.623, 1.272, 3.503], [-1.094, 0.617, 0.070], [-0.905, -0.305, -2.835], [1.635, -1.287, -2.891], [3.445, -0.711, 3.221], [0.726, 4.820, -0.929], [-2.108, 0.166, -2.540], [2.563, 0.967, 4.736], [-3.112, -1.914, -3.076], [-4.025, -0.209, 2.013], [-3.245, -0.609, -2.596], [-0.969, 1.752, 0.570], [1.457, 4.243, -1.950], [-0.060, 4.035, -0.048], [3.808, 1.790, 4.513], [2.953, -1.590, -2.992], [3.920, -0.700, -2.292], [1.382, 2.864, -2.089], [-0.722, -1.544, -3.317], [1.034, -3.087, -4.322], [-8.111, -0.127, 0.697], [5.321, -0.761, -2.410], [4.516, 0.065, 2.800], [-1.869, -2.368, -3.493], [-1.271, -3.865, 0.648], [2.397, -3.390, -4.493], [3.350, -2.664, -3.800], [-5.718, -0.795, 0.403], [-0.084, 2.654, -0.272], [4.165, 1.072, -0.738], [-4.964, 0.476, 2.744], [-6.291, 0.517, 2.336], [-6.689, -0.138, 1.161], [-0.795, 4.552, 1.057], [-1.621, 3.749, 1.867], [0.654, -1.994, -3.526], [-1.804, 2.415, 1.590], [3.093, -1.840, 2.354], [-4.410, -0.866, 0.846], [6.110, 0.130, -1.697], [5.541, 1.047, -0.807], [2.306, -1.324, 1.201], [2.438, -0.168, 4.010], [3.640, 1.762, -0.071], [5.467, 1.812, 3.296], [4.420, -2.930, -3.888], [1.512, -0.735, 3.991], [-3.973, -2.575, -3.116], [1.858, 2.361, -2.924], [-4.216, -0.204, -2.315], [4.033, -2.292, 2.017], [-6.007, -1.266, -0.552], [-2.322, -4.153, 0.564], [-0.784, 5.621, 1.253], [-7.019, 1.037, 2.964], [-4.684, 0.930, 3.702], [2.693, -4.201, -5.166], [-2.111, 4.252, 2.711], [5.746, -1.502, -3.091], [-2.151, 1.209, -2.224], [-0.699, -4.200, 1.527], [2.511, -2.589, 2.921], [0.737, 5.899, -0.759], [-3.693, -1.447, 0.253], [-8.183, -0.510, -0.334], [-2.602, 1.815, 2.043], [2.067, 4.862, -2.624], [-8.765, -0.735, 1.345], [6.149, 1.713, -0.184], [-1.763, -3.357, -3.939], [-8.540, 0.895, 0.723], [7.203, 0.087, -1.806], [0.264, -3.661, -4.837]], "atomic_forces_ev_per_a": [[-0.379, -1.661, 0.240], [0.266, -0.728, -0.324], [-0.222, -0.187, 0.699], [0.212, 0.022, -0.006], [0.341, 0.031, -0.358], [0.363, 1.428, 1.171], [-0.236, 0.190, 0.560], [-0.550, 0.141, -0.220], [0.203, -0.007, -0.432], [1.059, -2.232, -0.894], [-0.330, -0.384, 0.075], [0.397, -0.854, 0.021], [-0.438, 1.261, 0.299], [0.637, -0.095, -0.317], [0.150, -2.260, 0.033], [1.054, -0.245, -0.438], [0.112, -0.640, -0.336], [0.246, 0.264, -0.095], [-0.094, 0.254, 0.424], [0.053, 0.262, -0.055], [1.420, -0.522, -1.376], [0.137, 0.247, -0.002], [0.394, -0.874, 0.777], [-0.372, -0.453, -0.356], [-0.250, 2.511, -0.694], [-0.194, 0.724, 0.087], [0.199, 0.061, -0.362], [-1.375, -0.633, 0.964], [-1.296, -0.374, -0.768], [0.569, 1.709, 1.300], [-0.401, -0.324, 0.259], [-2.767, 0.314, 0.491], [0.022, 0.318, -0.166], [-0.712, 0.352, -0.097], [-0.910, -0.432, -0.467], [-0.540, 0.227, 0.378], [1.020, 0.035, -0.191], [0.542, 1.035, -0.078], [-0.883, -0.020, 0.206], [0.887, 0.175, 0.109], [-0.259, 0.003, -0.138], [0.890, -0.111, 0.144], [-0.682, -0.213, -0.576], [-0.563, 0.467, 0.608], [-0.227, -0.180, -0.300], [0.215, 0.379, 0.209], [-0.498, 0.162, 0.500], [0.518, 0.806, -0.221], [2.636, -0.231, 0.019], [0.175, -0.689, -0.354], [0.660, 0.046, 0.935], [0.564, -0.077, -0.326], [0.549, 0.144, 0.328], [0.501, -0.305, -0.368], [-1.735, 1.063, -2.070], [-0.370, 0.437, 0.670], [0.080, -0.268, -0.233], [-0.496, -0.281, 0.151], [-0.827, 0.218, 0.014], [0.136, 0.045, 0.306], [0.121, 0.098, -0.110], [0.218, -0.091, 0.217], [0.272, -0.116, 0.039], [-0.422, 0.027, -0.016], [0.136, 0.133, 0.574], [0.400, 0.052, 0.399], [0.194, -0.133, -0.047], [0.098, -0.165, -0.283], [-0.001, -0.184, -0.373], [-0.122, 0.289, 0.370], [-0.071, -0.421, -0.508], [0.118, 0.343, 0.353], [0.039, -0.295, 0.015], [-0.670, 0.197, -0.378], [0.262, 0.386, -0.217], [0.111, -0.238, -0.140], [-0.384, 0.312, 0.398], [-0.079, 0.134, 0.398], [0.674, 0.567, -0.111], [-0.385, -0.438, 0.314], [0.279, 0.063, -0.221], [-0.284, -0.387, -0.347], [-0.076, 0.186, 0.312], [0.261, -0.474, -0.098], [-0.573, -0.006, 0.046], [0.281, 0.111, 0.059]], "relative_energy_kcal_mol": 112.9, "e_tot_ha": -3561.8950, "homo_lumo_gap_ev": [5.97, 5.71], "largest_force_ev_per_a": 2.902, "lumo_energy_ev": [-1.161, -1.350], "total_charge": 0}